Entry 1:
This record from OMol25 describes a structure of composition C4H13NO3 in a non-equilibrium geometry. The level of theory is the ωB97M-V functional and the def2-TZVPD basis.

Summary:
multiplicity = 1
frontier orbital gap = 6.923 eV
total energy = -440.4608 Ha
ΔE to the lowest compared entry with this formula, charge and spin = 6.923 eV

Geometry as XYZ:
```
21
Properties=species:S:1:pos:R:3:forces:R:3:lowdin_charge:R:1
N 1.025818 -0.986511 -1.217824 1.53 1.14 -1.45 0.17
C 0.023321 -0.131982 -0.920478 -3.15 -5.80 1.50 -0.55
C -0.109230 0.029681 0.703052 -0.33 1.32 -0.02 -0.28
C -0.751496 -1.285436 1.114286 -2.01 0.69 0.98 -0.06
C 1.159321 0.433586 1.448769 0.26 -2.08 -0.80 -0.05
O -1.083763 -0.332977 -1.511493 1.14 0.83 -0.67 0.09
H 0.407278 0.971110 -1.285548 3.43 2.95 -0.32 0.25
H 0.962659 -1.266862 -2.203695 -0.21 -0.55 0.45 0.14
H -0.850337 0.821843 0.801131 0.00 -0.06 0.13 0.11
H -0.433180 -2.175675 0.607706 0.71 -0.40 0.34 0.08
H -0.855302 -1.274631 2.204385 1.39 -0.57 0.23 0.10
H -1.842825 -1.259367 1.031825 -0.02 0.33 -1.22 0.08
H 1.776178 -0.460698 1.616006 -0.02 -0.08 -0.25 0.08
H 0.919877 0.712151 2.470836 -0.05 0.94 -0.23 0.09
H 1.731887 1.033657 0.750054 0.08 0.91 1.02 0.05
H 2.488674 1.791075 -1.757904 -0.84 0.60 -0.37 0.04
H 1.806577 -0.263663 -1.186469 0.65 -1.06 0.30 0.07
O 1.861034 1.264935 -1.246589 -0.95 0.08 0.03 -0.23
H -1.997408 0.305921 -0.851772 -2.69 1.41 0.45 -0.03
H -3.529686 1.263428 -0.376124 0.22 -0.27 -0.83 0.01
O -2.709390 0.810414 -0.190145 0.88 -0.33 0.73 -0.17
```
Forces are in eV/Å.

***

Entry 2:
This record from OMol25 describes a cluster of 2 separate species, C4H13NO3 in total in a non-equilibrium geometry. The level of theory is the ωB97M-V functional and the def2-TZVPD basis.

Summary:
multiplicity = 1
frontier orbital gap = 9.601 eV
total energy = -440.6461 Ha
structure (SMILES) = C[C@@H](O)CNCO.O
ΔE to the lowest compared entry with this formula, charge and spin = 1.880 eV

Geometry as XYZ:
```
21
Properties=species:S:1:pos:R:3:forces:R:3:lowdin_charge:R:1
C 0.408933 0.537414 0.948672 -1.63 0.19 1.28 -0.20
C -0.701988 1.083299 0.007658 1.18 -0.78 -1.24 -0.35
C -1.188932 2.461226 0.457615 0.30 -0.39 0.41 -0.03
O -0.058731 1.223889 -1.305212 0.76 -1.09 0.79 -0.08
N 0.755983 -0.860773 1.010035 1.40 -0.05 -1.84 -0.04
C 1.585170 -1.322985 -0.108606 -0.21 0.84 0.83 -0.29
O 0.980383 -1.373165 -1.367139 -0.36 -2.07 -0.51 -0.06
H 0.043814 0.711612 1.980206 0.21 0.61 -0.38 0.12
H 1.256679 1.183535 0.719733 0.35 -0.25 0.33 0.13
H -1.415233 0.276685 -0.217536 -0.51 0.55 0.78 0.14
H -2.209126 2.481403 0.828658 -0.18 -0.01 -0.28 0.08
H -1.024714 3.153077 -0.364076 -0.46 0.24 0.01 0.07
H -0.572241 2.836282 1.280927 0.07 -0.13 -0.08 0.08
H -0.379510 1.977103 -1.757053 -0.62 1.09 -0.62 0.05
H -0.013017 -1.504134 1.096540 -0.46 0.07 0.14 0.08
H 2.458266 -0.666569 -0.170172 0.13 -0.14 0.25 0.12
H 1.870283 -2.345526 0.127930 0.21 0.01 -0.10 0.12
H 0.818549 -0.565625 -1.827084 0.01 1.38 0.21 0.05
H -0.145160 -3.344038 -0.768126 -1.12 0.70 0.11 0.05
H -1.603197 -2.729751 -0.453554 -0.29 0.47 -0.99 0.02
O -0.866211 -3.212960 -0.119416 1.23 -1.24 0.92 -0.05
```
Forces are in eV/Å.

***

Entry 3:
This record from OMol25 describes a cluster of 3 separate species, C4H13NO3 in total in a non-equilibrium geometry. The level of theory is the ωB97M-V functional and the def2-TZVPD basis.

Summary:
multiplicity = 1
frontier orbital gap = 9.941 eV
total energy = -440.6404 Ha
structure (SMILES) = CC[C@H](N)C=O.O.O
ΔE to the lowest compared entry with this formula, charge and spin = 2.034 eV

Geometry as XYZ:
```
21
Properties=species:S:1:pos:R:3:forces:R:3:lowdin_charge:R:1
O 0.840935 -1.190338 -2.352843 0.13 1.14 -0.52 0.01
C 1.326776 -0.126936 -1.968534 -0.96 -3.96 0.40 -0.17
C 0.801447 0.390636 -0.649345 0.84 0.77 -0.62 -0.36
C -0.717539 0.162956 -0.527006 0.35 0.47 0.67 -0.19
C -1.196330 0.419576 0.898148 -0.75 0.15 -0.21 -0.10
N 1.173015 1.808126 -0.558916 -0.33 0.53 0.27 0.03
H 2.281925 0.077418 -2.437960 0.34 1.38 0.01 0.12
H 1.454817 -0.189962 0.060308 -0.99 0.17 -0.17 0.16
H -1.114425 -0.767383 -0.894494 0.64 -0.76 0.19 0.09
H -1.212832 0.833645 -1.226447 0.11 0.65 0.07 0.12
H -0.874933 -0.283989 1.655385 0.56 -0.30 -0.12 0.07
H -0.930157 1.417282 1.241140 -0.07 0.05 0.07 0.06
H -2.281961 0.326367 0.932715 -0.11 0.28 -0.04 0.08
H 2.000551 1.972923 -0.006580 -0.02 -0.04 0.05 0.07
H 0.444414 2.438972 -0.228678 0.14 -0.47 -0.10 0.07
H -0.776553 -2.528445 -1.920393 0.18 -0.37 0.04 -0.01
H -0.258237 -3.936668 -2.178187 -0.27 0.22 0.20 0.04
O -0.955402 -3.458522 -1.703956 0.18 0.09 -0.24 -0.08
H -0.236152 0.226552 4.376756 0.31 0.17 -0.29 0.04
H 0.476520 1.274234 3.438730 0.21 -0.37 -0.02 0.02
O -0.245889 1.133563 4.050162 -0.51 0.21 0.37 -0.06
```
Forces are in eV/Å.

***

Entry 4:
This record from OMol25 describes the molecule C4H13NOP2 in a non-equilibrium geometry. The level of theory is the ωB97M-V functional and the def2-TZVPD basis.

Summary:
multiplicity = 1
frontier orbital gap = 8.299 eV
total energy = -972.8610 Ha
structure (SMILES) = CCCN[PH]#P(C)O
ΔE to the lowest compared entry with this formula, charge and spin = 0.000 eV

Geometry as XYZ:
```
21
Properties=species:S:1:pos:R:3:forces:R:3:lowdin_charge:R:1
C -1.139624 -3.154064 -0.305747 -1.84 -2.76 0.46 -0.14
C 1.100401 3.542803 -1.763359 0.18 2.04 -0.17 -0.36
C -0.987206 -1.687024 -0.226306 0.44 -0.07 2.17 -0.32
C -0.491362 -1.197331 1.153141 -0.89 1.18 -1.63 -0.28
N -0.154229 0.245487 1.028307 0.12 0.24 0.24 -0.36
O 2.607266 2.833781 0.312844 2.08 -1.27 0.78 -0.43
P 0.416563 0.973589 -0.483655 0.39 -1.02 0.58 0.68
P 1.037784 3.043772 0.001307 -2.31 0.66 1.09 0.55
H -0.298029 -3.835366 -0.249137 0.91 0.61 -0.08 0.07
H -1.759704 -3.585310 0.531110 0.13 0.69 -0.65 0.09
H -1.653125 -3.475277 -1.230710 0.10 0.30 0.30 0.08
H 0.658263 2.754540 -2.307174 -0.64 -0.71 -1.17 -0.04
H 2.164709 3.481303 -1.934232 0.42 0.14 -0.47 0.02
H 0.714930 4.590110 -2.146824 0.59 -2.17 1.31 0.09
H -1.949993 -1.227274 -0.393456 0.01 0.47 -0.71 0.11
H -0.159350 -1.417042 -0.838729 0.00 0.61 -1.30 0.04
H -1.257139 -1.285081 1.937370 0.36 -0.26 -0.14 0.12
H 0.395591 -1.738078 1.343258 0.93 -0.95 0.78 0.09
H 0.391767 0.468573 1.844092 0.13 0.60 0.03 0.04
H 2.838777 2.070223 0.904771 -0.44 1.19 -0.88 0.07
H -0.836417 1.403228 -0.868033 -0.67 0.49 -0.54 -0.09
```
Forces are in eV/Å.

***

Entry 5:
This record from OMol25 describes a cluster of 2 separate species, C4H13NOS in total in a non-equilibrium geometry. The level of theory is the ωB97M-V functional and the def2-TZVPD basis.

Summary:
multiplicity = 2
expectation value of S² = 0.750
frontier orbital gap (spin up / spin down) = 1.979 / 8.410 eV
total energy = -688.3159 Ha
net charge = -1
ΔE to the lowest compared entry with this formula, charge and spin = 0.760 eV

Geometry as XYZ:
```
20
Properties=species:S:1:pos:R:3:forces:R:3:lowdin_charge:R:1
C -0.058724 2.037277 -0.819840 0.60 -0.42 -0.03 -0.20
N -0.419406 0.686115 -0.365127 0.65 -0.05 -0.84 -0.11
C 0.354597 0.250740 0.793862 -1.50 -0.25 1.27 -0.51
C -0.651916 -0.437261 1.801912 0.74 -0.61 -0.92 -0.57
S -0.146150 -0.336585 3.539103 -0.04 0.24 0.36 0.63
C 1.499249 -0.695640 0.485179 0.65 1.00 0.83 -0.19
H 0.909613 2.150883 -1.337589 0.15 -0.46 0.21 0.05
H -0.751908 2.443025 -1.559686 -0.43 -0.02 0.51 0.05
H 0.039928 2.595774 0.104165 -0.42 0.78 -0.18 0.06
H -0.170033 0.021061 -1.101380 -0.51 0.06 -0.20 0.03
H 0.639450 1.155560 1.342749 0.60 -0.12 -0.20 0.10
H -1.645706 -0.036263 1.614295 0.04 0.07 0.34 0.06
H -0.661148 -1.515015 1.606123 -0.32 0.21 -0.26 0.04
H 0.164069 -1.628742 3.743385 -0.01 0.13 -0.14 -0.17
H 2.070538 -0.841649 1.407922 0.03 -0.10 0.14 0.05
H 1.151330 -1.678308 0.188952 -0.01 0.04 -0.56 0.03
H 2.205682 -0.204406 -0.194159 -0.22 -0.50 -0.29 0.06
H -1.141374 -1.865168 -4.212955 -0.25 0.44 0.40 -0.04
H -1.586154 -0.921333 -3.059102 0.15 -0.24 -0.29 -0.04
O -1.801935 -1.180065 -3.977810 0.10 -0.22 -0.15 -0.34
```
Forces are in eV/Å.

***

Entry 6:
This record from OMol25 describes a cluster of 2 separate species, C4H13NOS in total in a non-equilibrium geometry. The level of theory is the ωB97M-V functional and the def2-TZVPD basis.

Summary:
multiplicity = 1
frontier orbital gap = 9.977 eV
total energy = -688.3674 Ha
structure (SMILES) = CNCCCS.O
ΔE to the lowest compared entry with this formula, charge and spin = 0.579 eV

Geometry as XYZ:
```
20
Properties=species:S:1:pos:R:3:forces:R:3:lowdin_charge:R:1
C -1.414850 0.251707 0.335925 0.19 -0.31 1.32 -0.26
C -1.950892 0.420157 -1.055558 -0.66 -0.31 -0.54 -0.58
S -1.842216 2.086373 -1.757273 0.15 0.29 -0.33 0.70
C 0.058065 0.577159 0.469826 0.31 0.15 0.09 -0.28
N 0.890620 -0.402309 -0.226077 0.01 0.02 -0.14 -0.15
C 2.286115 0.007172 -0.157120 -0.34 -0.59 -0.08 -0.12
H -2.012251 0.796235 1.088364 0.23 0.26 -0.51 0.12
H -1.520868 -0.775596 0.685053 -0.15 -0.31 -0.35 0.11
H -2.973628 0.058693 -1.147566 -0.22 0.25 0.38 0.07
H -1.455494 -0.213436 -1.791432 0.46 0.03 0.09 0.06
H -1.938149 2.836453 -0.650781 -0.11 -0.23 0.14 -0.14
H 0.249830 1.600263 0.142934 0.08 0.20 -0.39 0.09
H 0.436898 0.574135 1.495330 -0.51 -0.18 0.23 0.12
H 0.667345 -0.461920 -1.208374 -0.44 0.03 -0.10 0.10
H 2.626993 -0.204505 0.851224 0.37 0.38 0.13 0.08
H 2.362353 1.044166 -0.448221 0.47 0.57 0.22 0.08
H 2.868508 -0.581375 -0.855029 0.19 -0.19 -0.06 0.08
H 1.305387 -3.197116 1.431482 -0.11 -0.04 0.14 0.03
H 0.720556 -1.847527 1.074137 -0.12 0.05 -0.26 -0.02
O 0.635678 -2.568728 1.723156 0.20 -0.06 0.01 -0.08
```
Forces are in eV/Å.